{"formula": "C4H12N2O", "method": "ωB97M-V with the def2-TZVPD basis set", "species": ["O", "N", "N", "C", "C", "C", "C", "H", "H", "H", "H", "H", "H", "H", "H", "H", "H", "H", "H"], "positions_angstrom": [[0.53475, 1.03641, 2.48870], [0.38414, -0.31454, -0.84445], [1.06594, 0.24125, -2.01607], [-0.78215, -1.04040, -1.31617], [-1.49075, 1.44227, 1.29644], [1.31092, -1.19749, -0.16159], [-0.79223, 0.87371, 2.26463], [2.15973, -0.61561, 0.19568], [0.90481, 1.57921, 1.78352], [1.68350, -1.99861, -0.81146], [-1.02775, 2.10254, 0.58230], [0.80358, -1.63216, 0.69592], [-1.23491, 0.21822, 3.00450], [-1.27350, -1.49225, -0.45618], [-2.54287, 1.26163, 1.19176], [-1.47242, -0.32877, -1.77762], [0.42814, 0.93277, -2.41056], [1.86897, 0.75431, -1.66091], [-0.52789, -1.82249, -2.04844]], "atomic_forces_ev_per_a": [[0.2, -0.1, 0.0], [0.1, 0.2, -0.1], [-0.1, -0.4, 0.0], [0.2, 0.2, 0.0], [0.0, 0.0, 0.1], [-0.1, 0.1, -0.2], [-0.2, 0.0, 0.1], [0.1, 0.0, 0.1], [0.0, 0.0, 0.0], [0.0, -0.1, -0.1], [0.1, 0.1, -0.2], [0.0, 0.0, 0.1], [0.0, 0.0, 0.0], [-0.1, 0.0, 0.0], [-0.2, -0.1, 0.1], [0.0, -0.1, 0.0], [0.2, 0.0, 0.2], [-0.1, 0.1, 0.0], [0.0, 0.1, 0.0]], "lowdin_charge": [-0.01, -0.35, 0.02, -0.13, -0.01, -0.12, -0.30, 0.07, 0.10, 0.08, 0.05, 0.08, 0.11, 0.08, 0.05, 0.08, 0.07, 0.06, 0.08], "smiles": "CN(C)N.C=CO", "homo_ev": -7.95, "e_tot_ha": -344.27148, "e_above_lowest_kcal_mol": 71.2}

---

{"formula": "C6H13N3", "method": "ωB97M-V with the def2-TZVPD basis set", "species": ["N", "N", "N", "C", "C", "C", "C", "C", "C", "H", "H", "H", "H", "H", "H", "H", "H", "H", "H", "H", "H", "H"], "positions_angstrom": [[1.94323, 0.60753, -1.03853], [0.26072, -0.95743, -0.88625], [-0.89007, 2.26248, 0.20211], [-1.62508, -1.20786, 0.75850], [-1.84233, 0.39727, -1.29836], [-1.16038, 1.08409, -0.41805], [-0.97532, -0.39039, -0.35042], [1.56991, -0.56496, -0.27766], [1.60957, -0.31951, 1.22819], [1.46882, 0.26987, -1.96846], [1.45987, -1.25114, 1.77177], [0.17222, -1.96721, -0.92376], [0.84713, 0.39318, 1.53687], [1.40121, 1.41461, -0.74732], [2.26730, -1.37188, -0.53793], [-0.95823, -1.34548, 1.60844], [-1.08507, 3.09845, -0.32848], [-2.51868, -0.70337, 1.11896], [2.58421, 0.09098, 1.48205], [-1.90617, -2.19364, 0.38494], [-0.03520, 2.30477, 0.73818], [-2.58764, 0.34965, -2.05479]], "atomic_forces_ev_per_a": [[-0.2, -0.7, -2.4], [0.0, -1.1, 0.8], [0.3, 0.2, 0.2], [0.1, 0.2, 0.0], [0.6, 0.5, 0.9], [-0.7, -0.7, -0.7], [0.2, 0.2, -0.1], [-1.1, 0.0, -0.2], [0.1, -0.2, -0.4], [1.4, 1.6, 1.8], [0.0, 0.0, 0.1], [0.0, 0.0, 0.1], [-0.1, 0.0, 0.0], [-0.1, -0.1, 0.0], [-0.1, 0.1, 0.1], [0.1, -0.1, 0.0], [0.0, 0.0, 0.1], [-0.1, 0.0, 0.0], [0.1, 0.0, 0.1], [0.0, -0.1, 0.0], [-0.1, 0.0, -0.1], [-0.2, -0.1, -0.3]], "lowdin_charge": [0.02, 0.00, 0.12, -0.03, 0.08, -0.30, -0.45, -0.47, -0.06, 0.12, 0.07, 0.10, 0.06, 0.03, 0.13, 0.06, 0.10, 0.08, 0.08, 0.08, 0.08, 0.08], "smiles": "C[C@H](N)N[C@]1(C)C=C1N", "homo_ev": -8.37, "e_tot_ha": -400.58726, "e_above_lowest_kcal_mol": 66.4}

---

{"formula": "C21H46N2O3P", "method": "ωB97M-V with the def2-TZVPD basis set", "species": ["P", "O", "O", "O", "N", "N", "C", "C", "C", "C", "C", "C", "C", "C", "C", "C", "C", "C", "C", "C", "C", "C", "C", "C", "C", "C", "C", "H", "H", "H", "H", "H", "H", "H", "H", "H", "H", "H", "H", "H", "H", "H", "H", "H", "H", "H", "H", "H", "H", "H", "H", "H", "H", "H", "H", "H", "H", "H", "H", "H", "H", "H", "H", "H", "H", "H", "H", "H", "H", "H", "H", "H", "H"], "positions_angstrom": [[-2.48196, 1.19565, 2.49472], [0.81460, 1.16866, -2.26719], [-0.97018, 0.94027, 1.41045], [-6.18625, 0.06104, -0.77394], [0.58191, -0.76577, 2.15419], [5.69998, -2.71573, -1.53179], [-0.23392, 2.51751, 3.87889], [5.31369, -2.72513, -0.13083], [-0.54736, 1.56850, -2.18617], [-0.15398, 0.05001, 1.79305], [-6.45125, -1.01075, 0.11022], [6.32671, -0.23414, -1.63874], [8.22718, -2.94370, -1.17869], [-0.70571, 2.93579, -1.50418], [-1.40024, 1.84271, 3.94869], [-1.81418, 3.53853, 0.77665], [5.56693, -1.43863, -2.21030], [-5.34876, -2.08403, 0.06214], [-3.97757, -1.62787, -0.43454], [3.89887, -2.21935, 0.10298], [6.91901, -3.45251, -1.79955], [-3.61191, 0.29794, 1.21465], [-6.72220, 1.29922, -0.35051], [-2.01414, 3.03788, -0.67009], [-3.06933, -1.00833, 0.64637], [1.12984, 0.09771, -1.40584], [-2.80251, 2.94042, 1.79138], [-5.92922, 1.94048, 0.03844], [-3.64891, 1.36049, 3.36187], [4.50518, -1.18252, -2.24003], [0.49480, 0.10472, -0.52460], [5.84534, -1.57421, -3.25901], [9.00231, -3.70735, -1.28074], [-2.08867, -0.89616, 0.18282], [-2.50947, 2.06978, -0.69818], [5.92524, 0.68579, -2.06855], [-1.81303, 1.62121, 4.93444], [-7.49349, 1.14915, 0.40564], [-2.02119, 4.61611, 0.73562], [-2.67004, 3.75821, -1.16066], [7.04819, -3.52951, -2.88342], [6.00461, -2.13970, 0.49716], [-3.79892, 3.03020, 1.34681], [-3.00364, -1.74062, 1.45369], [0.16168, 3.17962, -0.89689], [5.36948, -3.75725, 0.22694], [-3.46137, -2.53365, -0.77035], [-2.23380, -0.10684, 3.08446], [-0.78559, 3.66660, -2.30980], [-1.14888, 0.80117, -1.69566], [-7.17732, 1.80228, -1.20471], [8.59515, -2.04925, -1.68003], [0.61807, 2.16341, 4.46238], [7.38849, -0.26289, -1.88262], [2.15444, 0.16560, -1.04894], [8.11977, -2.72665, -0.11577], [-7.41093, -1.45152, -0.18384], [-4.52069, 0.04599, 1.76604], [-0.07094, 3.42183, 3.30161], [-0.92053, 1.65281, -3.21008], [6.22211, -0.15778, -0.55595], [6.76111, -4.48073, -1.45687], [-2.80753, 3.59738, 2.66365], [-3.94292, 0.95433, 0.40998], [-0.77372, 3.46594, 1.07999], [-5.26095, -2.57636, 1.03068], [-6.53934, -0.66046, 1.14042], [0.97881, -0.87350, -1.89026], [3.17991, -2.76760, -0.50679], [-4.04541, -0.97905, -1.30471], [3.80237, -1.15758, -0.12074], [3.62098, -2.35169, 1.14823], [-5.70882, -2.85610, -0.62371]], "atomic_forces_ev_per_a": [[-2.9, 1.1, 1.3], [0.1, 0.0, -0.1], [0.9, -0.3, -0.4], [0.0, 0.1, 0.0], [0.5, -0.5, 0.0], [0.1, -0.1, -0.1], [0.0, -0.4, 0.7], [-0.1, 0.1, 0.1], [0.3, 0.3, -0.1], [-0.7, 0.8, -0.1], [0.2, -0.2, 0.3], [0.0, 0.1, -0.1], [0.1, 0.0, -0.1], [-1.0, -0.1, -0.1], [0.0, 1.1, -0.7], [-0.6, 0.4, -0.3], [-0.2, 0.2, -0.1], [-0.4, 0.1, -1.0], [0.6, -0.5, 0.6], [0.0, 0.0, 0.1], [0.1, -0.2, 0.0], [0.5, -0.2, -0.1], [0.0, -0.1, -0.2], [0.6, 0.1, 0.0], [-0.7, 0.1, -0.5], [-0.3, -0.3, 0.3], [0.9, 0.2, -0.5], [0.0, 0.0, 0.2], [0.1, 0.0, -0.1], [0.0, 0.0, 0.1], [0.0, 0.1, 0.1], [0.1, -0.1, 0.0], [0.0, 0.0, 0.0], [0.2, 0.1, 0.2], [-0.1, -0.1, 0.2], [0.0, 0.0, 0.0], [0.6, -1.6, 0.0], [0.0, 0.1, 0.1], [0.1, 0.1, 0.1], [-0.3, -0.2, -0.1], [0.0, 0.1, 0.0], [0.0, 0.0, 0.0], [-0.1, -0.3, 0.0], [0.3, 0.0, 0.1], [0.1, -0.2, 0.0], [0.1, 0.0, -0.1], [0.0, 0.0, -0.1], [0.4, 0.0, 0.1], [0.4, 0.2, 0.1], [0.1, 0.0, 0.2], [0.0, 0.0, -0.1], [0.0, 0.1, 0.1], [-0.3, 0.9, 1.0], [0.0, 0.0, 0.1], [0.2, 0.2, -0.2], [0.0, 0.0, 0.0], [-0.1, -0.1, 0.2], [0.0, 0.1, 0.2], [0.3, -0.8, -1.3], [0.0, -0.1, -0.1], [0.0, 0.0, 0.0], [-0.1, 0.0, 0.1], [0.0, -0.1, 0.2], [0.2, 0.1, -0.2], [0.0, -0.4, 0.1], [0.0, 0.1, 0.2], [-0.1, 0.3, 0.0], [0.1, 0.0, -0.1], [0.0, 0.0, 0.0], [-0.2, 0.1, 0.0], [0.0, 0.0, 0.0], [0.0, 0.0, 0.0], [0.1, -0.1, 0.0]], "lowdin_charge": [0.59, -0.19, -0.21, -0.20, 0.12, -0.20, -0.10, -0.27, -0.23, -0.56, -0.25, -0.08, -0.09, -0.15, -0.30, -0.26, -0.24, -0.17, -0.22, -0.09, -0.26, -0.31, -0.10, -0.20, -0.25, -0.10, -0.30, 0.07, 0.00, 0.10, 0.05, 0.11, 0.07, 0.09, 0.08, 0.07, 0.04, 0.08, 0.10, 0.10, 0.11, 0.10, 0.06, 0.10, 0.11, 0.12, 0.10, 0.03, 0.10, 0.10, 0.08, 0.05, 0.03, 0.05, 0.07, 0.06, 0.11, 0.06, 0.03, 0.11, 0.07, 0.11, 0.06, 0.05, 0.08, 0.11, 0.10, 0.09, 0.08, 0.10, 0.05, 0.08, 0.10], "total_charge": -1, "homo_ev": -4.09, "e_tot_ha": -1504.15681}

---

What is the formula in the second record? C6H13N3